[1]
{
  "formula": "CCl3FS",
  "method": "ωB97M-V/def2-TZVPD",
  "charge": 0,
  "e_homo_ev": -9.023,
  "lumo_energy_ha": -0.0491,
  "elements": ["Cl", "C", "Cl", "S", "F", "Cl"],
  "coordinates": [[0.9854, -0.9402, -1.1866], [-0.2517, -0.0948, -0.4515], [-1.2348, 0.7961, -1.4665], [0.7269, 1.3874, 1.2392], [-0.9291, -0.7822, 0.4629], [2.5626, 0.7276, 1.7224]],
  "forces_ev_per_a": [[0.8, -0.7, -0.3], [1.2, 1.4, 3.4], [-0.7, 0.8, -0.5], [-1.0, -0.8, -1.7], [-0.2, -0.4, -0.5], [-0.1, -0.2, -0.3]]
}

=====

[2]
{
  "formula": "C3H8N4S",
  "method": "ωB97M-V/def2-TZVPD",
  "charge": 0,
  "e_homo_ev": -9.217,
  "lumo_energy_ha": 0.0189,
  "smiles": "[H]/N=C\\N/C(=N\\[H])N(C)S",
  "elements": ["C", "N", "H", "H", "N", "H", "N", "H", "H", "N", "H", "C", "S", "H", "H", "C"],
  "coordinates": [[-0.0164, -0.3329, -0.2922], [-0.6189, -1.1720, -1.0693], [2.0065, -1.2447, 2.8686], [-1.0142, 2.4516, 0.9209], [-0.0654, 1.0110, -0.7114], [-0.5698, -2.1361, -0.7768], [1.2351, -1.9099, 2.6711], [-0.5256, 2.3088, -2.3195], [-0.6370, 0.5864, -2.7420], [0.7894, -0.5860, 0.7595], [1.3374, 0.1903, 1.1448], [-0.7880, 1.3256, -1.9526], [0.1764, 2.2807, 0.3543], [-1.8513, 1.3409, -1.6725], [-0.1315, -2.3915, 1.2522], [0.6733, -1.7223, 1.5650]],
  "forces_ev_per_a": [[-1.0, -0.3, -2.9], [-0.1, 0.8, 1.0], [-0.7, -0.2, -0.1], [-0.7, -0.2, 0.2], [0.4, 0.0, -0.2], [0.4, -0.1, 0.1], [1.3, -0.3, 0.3], [0.3, 0.2, 0.2], [0.1, 0.0, 0.4], [1.2, -0.1, 1.6], [-0.5, -0.5, -0.3], [-0.9, -0.3, 0.5], [1.0, 0.2, -0.1], [0.0, 0.0, -0.5], [0.3, 0.0, 0.0], [-1.0, 0.9, -0.1]]
}

=====

[3]
{
  "formula": "C27H46BrNOP2Zr",
  "method": "ωB97M-V/def2-TZVPD",
  "charge": 4,
  "e_homo_ev": [-19.532, -19.531],
  "lumo_energy_ha": [-0.5538, -0.5540],
  "elements": ["C", "O", "C", "C", "H", "H", "H", "C", "C", "H", "H", "H", "Br", "H", "C", "H", "P", "C", "H", "H", "H", "H", "H", "C", "H", "C", "C", "C", "C", "Zr", "C", "H", "H", "C", "H", "H", "H", "H", "H", "H", "H", "H", "H", "C", "H", "H", "H", "C", "C", "H", "C", "H", "H", "H", "C", "H", "H", "C", "H", "H", "H", "H", "C", "C", "N", "H", "H", "P", "C", "C", "H", "H", "H", "H", "C", "C", "C", "H", "H"],
  "coordinates": [[-0.3176, -0.2043, -2.9818], [-1.4355, -1.5664, -0.5771], [1.0457, -0.7540, 2.9387], [1.5484, -2.4245, -2.4460], [2.8190, 1.3630, 2.5534], [-3.0928, 0.7835, -1.3204], [-0.7621, 3.4546, -1.0075], [4.3276, -4.6101, -1.1514], [-0.6977, 2.2084, -2.9759], [-4.3903, 3.3865, -0.3177], [0.9857, 3.5103, -2.8445], [3.6092, 2.9979, 0.9493], [-1.8418, 3.8227, -3.4195], [-4.0150, 0.8832, 0.1449], [2.2198, 1.4926, 1.6400], [-1.5896, 5.0449, 1.4661], [-1.8589, 1.8946, 0.4921], [1.5832, -4.5882, -1.1231], [-1.6364, 2.7203, 2.7077], [-4.5555, 2.2036, 1.7592], [-0.0138, 3.4431, 0.5871], [3.2993, -1.1890, -0.0229], [0.0875, -0.0425, 4.7402], [0.6618, 2.4650, -2.8641], [-1.0264, -0.2249, 3.3839], [2.2644, -3.5124, -1.7643], [2.3330, -5.6581, -0.6268], [-3.3558, 1.4758, -0.5043], [-0.9927, 3.4822, 0.0744], [-0.3245, 0.3397, -0.8006], [1.0979, 0.0285, -2.8000], [1.3633, 2.1225, 1.9132], [-2.2676, -3.5203, 1.5427], [-2.7830, -2.1151, -0.0589], [3.9205, -0.5855, 1.5088], [-3.7703, 3.8109, 1.8199], [-3.4874, -2.0409, -0.9033], [-4.8849, 2.3769, -1.6948], [-0.6942, -1.1893, -3.1998], [-3.1072, -1.3744, 0.6660], [-0.8906, -2.3348, -0.8395], [-4.0537, 2.8966, 3.3192], [4.2597, -2.6405, -2.0072], [3.0585, 2.1411, 0.5432], [3.0955, -1.0108, -2.8646], [-3.6654, -3.9659, 0.5394], [0.5112, -2.6873, -2.7230], [-3.7856, 2.8051, 2.2597], [-1.6576, 4.8295, 0.3865], [2.4582, 2.5119, -0.2918], [3.0979, -1.1544, 1.0549], [2.8037, -2.5846, 2.7012], [-2.3425, 0.7845, -2.9531], [-2.4322, 1.1395, 2.6480], [1.5619, 1.3845, -2.8062], [0.5005, -4.6657, -1.0535], [-3.3413, 3.2246, -1.7663], [-1.2546, 0.9013, -2.8774], [-1.0801, 5.5961, -0.1517], [0.6853, -1.7875, 2.8092], [2.3249, -3.1880, 1.1006], [1.8506, -6.5624, -0.2191], [-2.6557, -3.5304, 0.5096], [-0.0113, 0.0874, 3.6538], [3.6707, -5.6670, -0.6585], [0.0854, 1.1604, 3.4472], [1.9526, -0.8125, 3.5628], [1.5432, -0.1779, 1.2487], [2.0151, -1.1599, -2.6966], [3.0561, -2.5683, 1.6340], [-2.7066, 4.8893, 0.0534], [2.6321, 1.5573, -2.8963], [4.0351, -3.0509, 1.5189], [3.8028, 1.4486, 0.1412], [3.6682, -3.4782, -1.6603], [-4.0343, 2.6960, -1.0850], [-2.4163, 2.1377, 2.1825], [5.4209, -4.6544, -1.1773], [-2.0273, -4.2209, -0.0693]],
  "forces_ev_per_a": [[-0.3, 1.8, -0.6], [0.7, 0.6, 0.1], [-1.0, -0.3, -0.1], [-0.4, -1.0, 1.0], [-0.2, -0.1, -0.2], [-0.1, 0.1, 0.3], [-0.1, 0.1, 0.7], [-0.4, 0.3, 0.0], [-2.9, 1.2, -0.1], [0.0, -0.2, -0.1], [0.2, -0.4, -0.2], [-0.2, -0.1, -0.1], [1.8, -2.0, 0.0], [0.2, 0.2, 0.1], [-0.4, 0.3, -0.1], [-0.2, 0.0, -0.5], [-0.2, 1.5, 0.1], [0.3, -0.2, -0.7], [-0.3, -0.2, -0.3], [0.1, 0.2, 0.3], [-0.3, -0.2, 0.0], [0.2, -0.1, 0.1], [-0.1, 0.0, -0.3], [1.1, -0.6, 0.2], [0.2, 0.0, 0.0], [0.1, 0.4, 0.0], [0.1, 0.2, 0.1], [0.2, -0.4, 0.1], [0.1, 0.0, -1.0], [0.5, -2.2, 3.2], [0.2, -2.0, -2.2], [0.2, 0.1, 0.1], [-0.2, 0.1, -0.4], [-0.7, -0.4, -0.3], [-0.4, 0.1, 0.0], [-0.1, -0.3, 0.2], [0.6, -0.2, 0.1], [0.0, 0.1, 0.2], [-0.1, -0.2, 0.1], [0.2, -0.1, 0.3], [-0.3, 0.0, 0.2], [0.0, 0.0, -0.3], [0.0, -0.1, -0.2], [0.3, 0.0, 0.1], [-0.5, 0.3, 0.7], [0.2, 0.1, 0.0], [0.3, 0.2, 0.5], [-0.2, 0.3, 0.0], [-0.2, 0.2, 0.3], [-0.1, 0.0, 0.0], [0.1, -0.3, -0.8], [0.2, 0.0, -0.3], [0.6, -0.2, -0.4], [-0.1, 0.4, 0.1], [-0.4, 0.0, 0.1], [0.1, 0.1, -0.3], [-0.7, -0.3, 0.8], [1.2, 0.4, -2.7], [-0.2, -0.1, 0.3], [0.2, 0.3, 0.2], [0.1, 0.0, 0.1], [0.2, 0.6, -0.1], [0.2, 0.5, 0.5], [-0.2, 0.1, 0.1], [0.0, 0.2, -0.3], [0.1, -0.2, 0.1], [0.0, 0.2, -0.6], [1.3, 0.4, 1.3], [-0.4, 1.6, -0.2], [-0.2, -0.3, 0.0], [0.5, 0.0, 0.1], [0.0, 0.1, 0.5], [-0.2, 0.2, 0.0], [0.0, 0.1, 0.0], [0.1, -0.8, 0.0], [-0.2, 0.6, -0.8], [0.3, -0.7, 1.0], [-0.4, -0.1, 0.2], [-0.2, 0.3, -0.2]]
}

=====

[4]
{
  "formula": "C6H8AgMgO3",
  "method": "ωB97M-V/def2-TZVPD",
  "charge": 1,
  "e_homo_ev": -12.119,
  "lumo_energy_ha": -0.1852,
  "elements": ["C", "H", "H", "C", "H", "H", "H", "O", "O", "Ag", "H", "C", "O", "C", "C", "H", "Mg", "H", "C"],
  "coordinates": [[-2.8883, 1.6263, 1.6439], [-4.3324, 0.5256, 0.5188], [-2.5396, -1.5531, -0.3616], [3.2595, 0.1349, 0.0690], [-3.0416, 1.3010, 2.6747], [-2.2193, 2.4784, 1.5162], [4.9646, 1.3650, 0.0762], [-1.3755, 1.6253, -0.6117], [1.9566, -0.0926, -0.1152], [1.3876, -2.2103, 0.0095], [3.3641, 2.2024, -0.4311], [-2.3748, 0.6980, -0.5799], [-0.6252, -0.8780, -0.3208], [3.8934, 1.3010, -0.1117], [-1.8481, -0.6944, -0.3641], [-3.0023, 0.6219, -1.5002], [0.4178, 0.9790, -0.5496], [3.8275, -0.7440, 0.4051], [-3.2981, 0.8661, 0.6176]],
  "forces_ev_per_a": [[0.6, -0.5, 0.6], [0.6, -1.2, 0.7], [0.2, 0.2, 0.3], [1.8, 0.8, 0.1], [-1.4, 0.9, -0.1], [0.6, -0.8, -0.1], [-0.4, 0.0, -0.1], [0.9, -0.3, -0.6], [-1.2, 0.3, -0.3], [-0.1, -0.3, 0.0], [0.2, -0.2, 0.0], [-0.6, 0.6, 0.0], [-0.4, 0.0, 0.1], [-0.3, -0.6, 0.1], [0.0, -0.1, -0.9], [0.4, 0.1, 0.0], [-0.6, -0.3, 0.3], [-0.1, 0.3, -0.1], [-0.1, 0.9, -0.2]]
}

=====

[5]
{
  "formula": "C20H27FIN3O3Pd",
  "method": "ωB97M-V/def2-TZVPD",
  "spin_multiplicity": 3,
  "charge": 0,
  "e_homo_ev": [-3.620, -8.100],
  "lumo_energy_ha": [-0.0529, -0.0551],
  "elements": ["C", "H", "H", "C", "H", "H", "I", "O", "C", "C", "O", "H", "C", "C", "Pd", "H", "H", "C", "C", "C", "H", "C", "C", "H", "C", "C", "N", "H", "H", "C", "C", "H", "H", "H", "H", "C", "C", "H", "F", "H", "H", "H", "H", "H", "C", "H", "H", "N", "H", "C", "N", "H", "H", "H", "C", "O"],
  "coordinates": [[1.4975, 1.5549, -1.4160], [-4.5252, 2.9573, 4.1369], [5.3526, -3.1166, -1.0224], [0.1043, 3.2452, -0.5191], [5.8107, -4.4750, -2.1691], [3.3284, -4.6397, -1.0409], [3.7736, -2.2080, 1.1805], [3.6183, 1.1859, -2.8806], [1.2116, 4.2627, -0.6068], [-0.8658, -1.4623, 0.2686], [3.8072, -0.9857, -2.4053], [1.0962, 5.1183, 0.0640], [-4.4718, 1.6937, 1.0742], [-4.2686, 2.8068, 2.0839], [3.2655, -2.7298, -1.4980], [-0.5297, 4.9041, -1.8459], [4.4297, -6.0456, -1.3065], [3.2676, -3.6964, -3.3228], [3.2150, 0.1432, -2.3472], [5.4419, -4.2371, -1.1768], [3.7159, -4.6987, -3.1971], [-2.0473, -1.1213, 0.8814], [-0.4451, 0.9007, -0.1956], [-3.5783, -0.9422, 2.9817], [4.3543, -5.0747, -0.7004], [-1.7104, 1.2180, 0.3155], [-3.7203, 0.5157, 1.4949], [2.0024, 2.4011, -1.8729], [-3.2304, 3.1224, 2.1608], [0.2429, 4.1369, -1.7192], [-0.0473, -0.4504, -0.2964], [-4.1268, 1.9935, 0.0746], [-5.5418, 1.4264, 1.0145], [3.8996, -3.0222, -3.9217], [0.6013, 3.6678, -2.6520], [-4.0014, 0.9768, 3.8700], [-4.1653, -0.0449, 2.7652], [4.3889, -5.1601, 0.3906], [-2.8423, -2.1263, 1.3991], [-2.9606, 1.2124, 4.0798], [2.2285, -3.6998, -3.7030], [-0.6887, 3.4891, 0.1802], [6.1925, -4.4308, -0.3968], [-4.9007, 3.6688, 1.8758], [1.9306, 0.2601, -1.5741], [-0.5464, -2.4989, 0.1969], [-5.2260, -0.3285, 2.6539], [0.3884, 1.8967, -0.6959], [-4.4924, 0.6495, 4.7855], [-2.5164, 0.2125, 0.9125], [-4.6424, 2.2415, 3.4107], [-5.6327, 2.0057, 3.3272], [2.2321, 3.9059, -0.7933], [-2.0944, 2.2383, 0.2825], [1.1119, -0.7990, -1.1307], [1.3095, -2.0179, -1.4550]],
  "forces_ev_per_a": [[-1.0, -0.2, 1.0], [-0.1, 0.9, 0.9], [-0.1, -0.8, -0.4], [-0.2, 2.2, -0.2], [0.1, 0.1, 0.0], [0.5, -1.1, 0.9], [-0.3, 0.4, 0.1], [0.1, -1.2, 0.3], [0.4, 0.3, 0.6], [-0.1, 0.5, 0.1], [0.6, -0.4, -0.5], [0.3, -0.3, -0.3], [0.5, -0.2, -0.1], [0.4, -0.5, 0.0], [0.8, -0.4, 0.4], [0.5, -0.2, -0.1], [-0.4, 1.0, 1.4], [-0.3, 0.9, -0.5], [-0.2, 1.4, -0.5], [2.5, 1.9, 0.6], [-0.4, 0.6, 0.0], [0.4, -0.7, -0.1], [-0.2, -0.1, -0.3], [-0.3, 0.2, 0.1], [-2.7, -1.4, -1.3], [-0.5, -0.7, 0.7], [-0.7, 0.0, -0.5], [0.3, -0.7, 0.1], [0.0, 0.0, -0.1], [-0.9, 0.4, -0.9], [0.1, -0.2, -0.6], [-0.3, -0.1, 0.3], [0.4, 0.1, 0.0], [-0.2, -0.4, 0.2], [-0.4, 0.3, 0.6], [0.5, 0.1, -0.6], [0.2, -0.5, -0.4], [-0.5, -0.3, -0.5], [0.7, 0.9, -0.5], [0.1, -0.2, 0.0], [0.6, -0.2, 0.3], [0.3, -0.3, -0.2], [0.7, 0.2, -0.7], [-0.2, 0.1, 0.3], [-0.2, 0.9, -0.2], [-0.1, 0.2, 0.0], [0.3, 0.0, 0.2], [0.9, -2.7, -0.6], [-0.2, 0.2, 0.1], [0.6, 0.6, -0.2], [0.2, -0.4, -0.3], [-1.3, 0.3, 0.4], [-0.5, 0.3, 0.4], [0.3, -0.5, 0.1], [-0.2, -0.7, 0.5], [-0.7, 0.2, 0.4]]
}

=====

[6]
{
  "formula": "C40H40Cl2InN5O3S2",
  "method": "ωB97M-V/def2-TZVPD",
  "charge": 0,
  "e_homo_ev": -8.367,
  "lumo_energy_ha": -0.0045,
  "elements": ["H", "C", "H", "H", "H", "H", "H", "H", "H", "H", "H", "C", "H", "C", "H", "C", "C", "H", "C", "C", "C", "H", "H", "C", "H", "H", "C", "H", "H", "In", "C", "C", "H", "O", "C", "C", "C", "C", "C", "H", "H", "C", "H", "H", "N", "C", "C", "H", "C", "H", "C", "H", "Cl", "H", "H", "C", "H", "S", "C", "H", "N", "C", "C", "C", "H", "C", "C", "C", "H", "Cl", "O", "H", "S", "C", "N", "H", "C", "C", "C", "N", "C", "C", "N", "C", "C", "H", "O", "H", "H", "H", "H", "C", "C"],
  "coordinates": [[2.8925, 3.5987, -0.8184], [5.6447, 0.7639, 2.1658], [7.4130, 1.0113, 0.0715], [3.3569, 5.6726, -0.0066], [0.4353, -2.8852, -4.9728], [5.2244, 1.7702, 2.1446], [1.9798, 6.5118, 0.7136], [-2.9037, -6.9026, 2.3211], [3.3239, 5.0689, -2.4965], [0.2613, 1.8661, 4.2348], [5.0898, 0.1810, 2.9028], [-3.8207, -1.7034, -1.1470], [-1.8711, -5.6634, -1.6004], [-1.1078, -3.3195, -0.5771], [-1.0414, 5.2410, -1.2387], [4.1296, 0.0019, 0.3470], [-6.6363, -6.3167, 2.0859], [1.5915, -2.1143, -0.4027], [-1.1854, -5.5478, -3.6353], [-0.5344, -4.7490, -4.5632], [-4.4235, -5.6884, 1.4358], [-2.5657, 4.9699, 3.3158], [-5.2910, -3.0348, -1.9552], [-5.7946, -5.4799, 1.3628], [-3.4443, -1.3663, -2.1047], [6.3247, 0.4949, -1.2242], [-0.5484, 2.2777, 3.6498], [-1.9232, 2.9983, -0.7043], [-3.7087, -5.0793, 0.8969], [-1.1274, -0.1250, -0.1865], [-5.2584, -3.0483, 0.1965], [-1.0712, 3.5163, 3.9234], [5.9712, 1.9572, -0.2980], [-2.5753, 1.3270, 0.8492], [3.3751, 1.1622, 0.1792], [-3.6180, -1.6022, 1.1363], [2.5334, 5.8070, -2.6368], [-2.5812, 3.2274, 2.1122], [1.8157, 3.5256, -0.7595], [0.0132, 7.2374, -0.7485], [3.0043, 6.7585, -2.8905], [-0.8574, 3.1907, -0.7054], [-6.7062, -7.9943, 3.4155], [0.1094, -2.0418, -2.6614], [1.4233, -0.0812, -0.3905], [2.1354, -1.1938, -0.2486], [6.3661, 0.9426, -0.2298], [7.2826, -1.1644, 1.1895], [6.2435, -1.2812, 0.8784], [3.8196, 2.1302, 0.3645], [-0.3511, 4.4421, -1.0128], [5.7462, -1.9165, 1.6132], [-1.4922, 0.3447, -2.5371], [6.2398, -1.7958, -0.0840], [1.1532, 8.0026, -1.8539], [-0.8935, -3.8097, -1.9880], [-1.5466, -6.5252, -3.9240], [-6.5549, -4.2488, 0.3389], [-1.0467, 1.4834, 2.6043], [-0.0038, 6.8266, -2.4725], [-4.7586, -7.5409, 2.9367], [-4.8484, -2.6264, -1.0577], [2.0484, 1.0855, -0.2027], [1.6764, 5.9718, -1.3744], [1.9220, 5.4901, -3.4832], [1.0242, 4.6361, -1.0385], [3.4775, -1.1978, 0.1036], [-4.6479, -2.5010, 1.3167], [6.6820, 0.8393, 2.4978], [-0.3081, -5.3410, -6.1849], [-1.7571, -4.0007, 0.2072], [3.9816, -2.1480, 0.1980], [-0.4503, -0.0913, 2.2652], [1.2333, 2.3082, -0.4465], [-0.0897, 2.1502, -0.4038], [-3.3846, 3.5038, 1.4472], [5.5863, 0.0952, 0.7847], [-6.0687, -7.3279, 2.8443], [-1.3630, -5.0691, -2.3487], [-2.0602, 2.0053, 1.8579], [0.6406, 7.0672, -1.6255], [-2.1176, 4.0039, 3.1373], [-3.2065, -1.2110, -0.0722], [-0.2408, -3.0283, -2.9338], [-3.9703, -6.7234, 2.2404], [-4.9388, -2.7998, 2.3140], [-0.5485, -2.1888, -0.2910], [-0.6767, 4.1057, 4.7399], [-7.7101, -6.1840, 2.0669], [3.0407, 7.3579, -0.4223], [-3.0887, -1.1801, 1.9806], [2.5674, 6.3999, -0.1996], [-0.0611, -3.4920, -4.2283]],
  "forces_ev_per_a": [[0.0, 0.0, 0.0], [0.0, 0.0, 0.0], [0.0, 0.0, 0.0], [0.0, 0.0, 0.0], [0.0, 0.0, 0.0], [0.0, 0.0, 0.0], [0.0, 0.0, 0.0], [0.0, 0.0, 0.0], [0.0, 0.0, 0.0], [0.0, 0.0, 0.0], [0.0, 0.0, 0.0], [0.1, 0.0, 0.0], [0.0, 0.0, 0.0], [-0.1, 0.0, 0.1], [0.0, 0.0, 0.0], [0.0, 0.0, 0.0], [0.0, 0.0, 0.0], [0.0, 0.0, 0.0], [0.0, 0.0, 0.0], [0.0, 0.0, 0.0], [0.0, 0.0, 0.0], [0.0, 0.0, 0.0], [0.0, 0.0, 0.0], [0.0, 0.0, 0.0], [0.0, 0.0, 0.0], [0.0, 0.0, 0.0], [0.0, 0.0, 0.0], [0.0, 0.0, 0.0], [0.0, 0.0, 0.0], [0.1, 0.1, -0.1], [0.0, 0.0, 0.0], [0.0, 0.0, 0.0], [0.0, 0.0, 0.0], [0.0, 0.0, 0.0], [0.0, 0.0, 0.0], [0.0, 0.0, 0.0], [0.0, 0.0, 0.0], [0.0, 0.0, 0.0], [0.0, 0.0, 0.0], [0.0, 0.0, 0.0], [0.0, 0.0, 0.0], [0.0, 0.0, 0.0], [0.0, 0.0, 0.0], [0.0, 0.0, 0.0], [0.0, 0.0, 0.0], [0.0, 0.0, 0.0], [0.0, 0.0, 0.0], [0.0, 0.0, 0.0], [0.0, 0.0, 0.0], [0.0, 0.0, 0.0], [0.0, 0.0, 0.0], [0.0, 0.0, 0.0], [0.0, 0.0, 0.1], [0.0, 0.0, 0.0], [0.0, 0.0, 0.0], [0.0, -0.1, 0.0], [0.0, 0.0, 0.0], [0.0, 0.0, 0.0], [0.0, -0.1, 0.0], [0.0, 0.0, 0.0], [0.0, 0.0, 0.0], [0.0, 0.0, 0.0], [-0.1, 0.1, 0.0], [0.0, 0.0, 0.0], [0.0, 0.0, 0.0], [0.0, 0.0, 0.0], [0.0, 0.0, 0.0], [0.0, 0.0, 0.0], [0.0, 0.0, 0.0], [0.0, 0.0, 0.0], [0.0, 0.1, 0.0], [0.0, 0.0, 0.0], [0.0, 0.0, 0.0], [0.0, -0.1, 0.0], [0.0, 0.0, 0.0], [0.0, 0.0, 0.0], [0.0, 0.0, 0.0], [0.0, 0.0, 0.0], [0.0, 0.0, 0.0], [0.0, 0.0, 0.0], [0.0, 0.0, 0.0], [0.0, 0.0, 0.0], [-0.1, 0.0, 0.0], [0.0, 0.0, 0.0], [0.0, 0.0, 0.0], [0.0, 0.0, 0.0], [0.1, 0.0, -0.1], [0.0, 0.0, 0.0], [0.0, 0.0, 0.0], [0.0, 0.0, 0.0], [0.0, 0.0, 0.0], [0.0, 0.0, 0.0], [0.0, 0.0, 0.0]]
}